A cluster of 2 separate species, C4H10ClN in total at a distorted geometry, computed with the ωB97M-V functional and the def2-TZVPD basis.

Values from the calculation:
gap between HOMO and LUMO (spin up / spin down): 9.15 / 8.65 eV
LUMO energy (spin up / spin down): 0.12 / 0.16 eV

XYZ file:
```
16
Properties=species:S:1:pos:R:3:forces:R:3:mulliken_charge:R:1
C -1.1265 1.6270 0.7267 -0.80 -0.49 -0.94 -1.06
C -0.7327 -1.5169 -0.9551 4.64 0.47 -1.85 -0.71
C -0.6513 0.7743 -0.4339 2.14 -0.69 -0.47 -0.27
C 2.3316 -0.4988 1.0390 2.33 -4.14 -0.38 -0.56
N -0.5985 -0.6144 0.1047 -0.24 2.34 -0.41 -0.31
Cl 2.6996 -0.9811 -0.6323 -0.36 0.72 1.79 -0.14
H -1.9125 1.0053 1.2154 0.63 0.76 0.05 0.29
H -0.2586 1.7797 1.3576 -0.32 0.38 0.46 0.23
H -1.5914 2.5325 0.3281 0.31 0.22 0.48 0.33
H -0.5639 -0.9968 -1.9897 -0.56 -1.16 1.46 0.28
H 0.1936 -2.1942 -0.7905 -1.71 0.25 -0.62 0.21
H -1.6311 -2.0198 -0.8970 -1.90 -1.46 -0.04 0.31
H -1.2575 0.7958 -1.3788 0.14 0.14 0.94 0.49
H 0.4597 1.0930 -0.8324 -2.37 -0.77 0.99 0.21
H 1.8862 0.3788 1.2795 -1.28 2.50 0.05 0.37
H 2.7533 -1.1644 1.8587 -0.64 0.92 -1.52 0.31
```
Forces are in eV/Å.